Entry 1:
{
  "formula": "C27H34ClN2OPPdS2",
  "method": "ωB97M-V/def2-TZVPD",
  "elements": ["Pd", "Cl", "C", "C", "C", "C", "C", "C", "P", "C", "C", "C", "C", "C", "C", "C", "C", "C", "C", "C", "C", "H", "H", "H", "H", "H", "H", "H", "H", "H", "H", "H", "H", "H", "H", "S", "C", "N", "C", "C", "N", "H", "H", "H", "H", "H", "H", "C", "C", "C", "S", "O", "C", "C", "C", "H", "H", "H", "H", "H", "H", "H", "H", "H", "H", "H", "H", "H", "H"],
  "coordinates": [[-0.575, 0.677, 0.210], [-0.839, 0.671, 2.639], [-1.950, -0.665, 3.002], [-2.430, -0.720, 4.290], [-3.309, -1.746, 4.624], [-3.691, -2.683, 3.675], [-3.192, -2.604, 2.383], [-2.298, -1.591, 2.020], [-1.565, -1.506, 0.386], [-2.679, -2.478, -0.699], [-3.974, -2.005, -1.020], [-4.893, -2.769, -1.834], [-4.515, -3.974, -2.355], [-3.242, -4.465, -2.031], [-2.308, -3.688, -1.218], [0.015, -2.342, 0.409], [0.412, -3.114, 1.506], [1.597, -3.831, 1.442], [2.384, -3.776, 0.297], [1.998, -3.000, -0.794], [0.820, -2.276, -0.740], [-2.135, 0.018, 5.024], [-3.696, -1.802, 5.633], [-4.374, -3.478, 3.943], [-3.492, -3.353, 1.661], [-4.298, -1.034, -0.662], [-5.883, -2.369, -2.020], [-5.181, -4.552, -2.983], [-2.943, -5.453, -2.361], [-1.323, -4.101, -1.031], [-0.201, -3.166, 2.397], [1.897, -4.450, 2.277], [3.301, -4.348, 0.251], [2.611, -2.978, -1.685], [0.509, -1.687, -1.599], [-0.877, 2.647, -1.013], [-2.201, 3.781, -0.897], [-3.109, 3.839, 0.053], [-4.039, 4.979, -0.148], [-3.511, 5.607, -1.460], [-2.357, 4.732, -1.788], [-3.152, 3.206, 0.833], [-3.975, 5.662, 0.694], [-5.060, 4.619, -0.234], [-3.174, 6.631, -1.325], [-4.239, 5.579, -2.265], [-1.775, 4.847, -2.602], [4.824, 2.450, -3.890], [4.104, 2.858, -2.603], [3.995, 1.636, -1.693], [3.037, 1.942, -0.187], [2.034, 0.877, 0.062], [4.131, 2.158, 1.246], [4.472, 0.814, 1.894], [5.315, -0.124, 1.044], [4.822, 3.284, -4.589], [4.335, 1.602, -4.371], [5.863, 2.184, -3.696], [3.109, 3.248, -2.824], [4.659, 3.652, -2.099], [4.962, 1.308, -1.298], [3.474, 0.792, -2.151], [3.604, 2.840, 1.915], [4.986, 2.688, 0.812], [3.556, 0.329, 2.233], [5.015, 1.108, 2.797], [4.747, -0.558, 0.215], [5.663, -0.955, 1.655], [6.203, 0.372, 0.647]],
  "charge": 4,
  "multiplicity": 5,
  "orbital_gap_ev": [8.03, 4.77],
  "lumo_ev": [-11.1, -14.7]
}



Entry 2:
{
  "formula": "C4H11NO2",
  "method": "ωB97M-V/def2-TZVPD",
  "elements": ["C", "C", "C", "C", "H", "H", "H", "H", "H", "H", "H", "H", "H", "H", "H", "N", "O", "O"],
  "coordinates": [[-3.734, -0.503, 0.375], [0.262, 1.471, -0.033], [0.980, 0.112, 0.009], [3.380, -0.875, -0.072], [-2.019, -0.570, -0.829], [-4.838, -0.061, 0.476], [-3.768, -1.640, 0.403], [-3.412, -0.175, 1.263], [0.813, 2.502, -0.189], [-0.217, 1.267, 0.997], [-0.616, 1.126, -0.749], [2.516, 1.305, -0.290], [3.023, -1.740, -0.659], [4.173, -0.335, -0.545], [3.661, -1.336, 0.845], [2.389, 0.245, 0.063], [-2.881, -0.007, -0.768], [0.289, -0.784, -0.296]],
  "relative_energy_kj_mol": 335.1,
  "multiplicity": 1,
  "orbital_gap_ev": 10.54,
  "lumo_ev": 0.7,
  "smiles": "CNC(C)=O.CO"
}



Entry 3:
{
  "formula": "C55H57BrF4N4O5P2STa",
  "method": "ωB97M-V/def2-TZVPD",
  "elements": ["Ta", "F", "C", "C", "F", "C", "F", "C", "P", "C", "C", "C", "C", "C", "C", "C", "C", "C", "C", "C", "C", "C", "Br", "C", "F", "H", "H", "H", "H", "H", "H", "H", "H", "H", "H", "C", "C", "C", "C", "C", "C", "C", "S", "O", "O", "N", "C", "C", "O", "O", "H", "H", "H", "H", "H", "H", "H", "H", "H", "C", "C", "N", "C", "C", "C", "C", "C", "C", "C", "C", "N", "C", "N", "H", "H", "H", "H", "H", "H", "H", "H", "H", "C", "O", "C", "C", "H", "H", "H", "H", "H", "H", "C", "C", "C", "C", "P", "C", "C", "C", "C", "C", "C", "C", "C", "C", "C", "H", "H", "H", "H", "H", "H", "H", "H", "H", "H", "H", "H", "H", "H", "H", "H", "H", "H", "H", "H", "H", "H", "H"],
  "coordinates": [[0.157, 0.770, -0.083], [2.622, 4.556, 7.166], [2.092, 3.700, 6.308], [1.112, 2.818, 6.717], [0.704, 2.815, 7.978], [0.572, 1.927, 5.804], [-0.323, 1.067, 6.292], [0.956, 1.897, 4.467], [0.164, 0.695, 3.311], [0.874, -0.776, 4.189], [2.252, -0.950, 4.033], [2.927, -1.957, 4.702], [2.232, -2.810, 5.551], [0.867, -2.643, 5.717], [0.188, -1.638, 5.037], [-1.598, 0.702, 3.746], [-2.249, 1.819, 4.262], [-3.596, 1.751, 4.582], [-4.302, 0.573, 4.390], [-3.672, -0.527, 3.830], [-2.331, -0.456, 3.490], [1.981, 2.765, 4.098], [2.750, 2.736, 2.384], [2.535, 3.657, 4.996], [3.512, 4.485, 4.640], [2.810, -0.263, 3.405], [3.997, -2.064, 4.576], [2.756, -3.592, 6.085], [0.321, -3.286, 6.396], [-0.870, -1.505, 5.215], [-1.704, 2.741, 4.421], [-4.093, 2.622, 4.988], [-5.349, 0.520, 4.657], [-4.228, -1.434, 3.636], [-1.862, -1.308, 3.008], [-5.936, 1.370, -5.036], [-5.290, 1.144, -3.698], [-5.317, 2.146, -2.724], [-4.739, 1.953, -1.484], [-4.100, 0.748, -1.207], [-4.077, -0.266, -2.150], [-4.676, -0.062, -3.387], [-3.319, 0.520, 0.359], [-4.210, 1.064, 1.345], [-2.958, -0.874, 0.429], [-1.931, 1.361, 0.334], [-2.046, 2.780, 0.752], [-0.644, 3.129, 1.215], [-0.361, 3.563, 2.287], [0.275, 2.690, 0.281], [-7.004, 1.564, -4.926], [-5.818, 0.503, -5.685], [-5.500, 2.235, -5.538], [-5.814, 3.084, -2.942], [-4.804, 2.719, -0.723], [-3.618, -1.215, -1.908], [-4.672, -0.862, -4.118], [-2.754, 2.898, 1.568], [-2.335, 3.413, -0.096], [-1.380, -3.332, -0.381], [-0.971, -2.042, -0.627], [-0.083, -1.397, 0.151], [0.382, -2.043, 1.235], [0.040, -3.346, 1.545], [-0.876, -3.991, 0.724], [0.631, -4.029, 2.721], [1.825, -4.611, 2.783], [2.832, -4.749, 1.716], [3.873, -5.657, 1.875], [4.783, -5.774, 0.841], [4.689, -5.051, -0.275], [3.666, -4.210, -0.323], [2.735, -4.013, 0.603], [-2.099, -3.797, -1.040], [-1.367, -1.497, -1.468], [1.072, -1.508, 1.870], [-1.184, -5.005, 0.949], [0.004, -4.081, 3.605], [2.095, -5.092, 3.717], [3.963, -6.256, 2.771], [5.614, -6.466, 0.904], [3.582, -3.607, -1.224], [4.260, 1.751, -0.473], [2.850, 1.511, -0.589], [2.235, 0.380, -0.151], [3.180, -0.641, 0.397], [4.815, 1.146, -1.191], [4.619, 1.549, 0.534], [4.395, 2.804, -0.704], [4.057, -0.788, -0.240], [2.710, -1.608, 0.539], [3.544, -0.285, 1.366], [3.119, -0.204, -3.245], [2.216, 0.912, -3.788], [2.940, 2.258, -3.666], [2.002, 0.584, -5.272], [0.552, 0.964, -2.841], [-0.228, -0.520, -3.579], [-1.262, -0.519, -4.517], [-1.703, -1.702, -5.090], [-1.102, -2.909, -4.766], [-0.065, -2.928, -3.846], [0.352, -1.748, -3.250], [-0.384, 2.513, -3.416], [0.209, 3.755, -2.728], [-1.826, 2.370, -2.925], [-0.387, 2.797, -4.924], [4.108, -0.084, -3.694], [2.757, -1.189, -3.536], [3.233, -0.187, -2.169], [3.965, 2.133, -4.022], [2.975, 2.628, -2.646], [2.476, 3.019, -4.290], [2.990, 0.497, -5.730], [1.459, 1.352, -5.813], [1.492, -0.368, -5.413], [-1.735, 0.402, -4.817], [-2.512, -1.674, -5.810], [-1.441, -3.828, -5.226], [0.413, -3.862, -3.579], [1.132, -1.789, -2.500], [0.395, 3.614, -1.668], [-0.517, 4.567, -2.829], [1.132, 4.088, -3.194], [-2.375, 3.267, -3.224], [-1.871, 2.300, -1.842], [-2.356, 1.510, -3.329], [0.596, 3.088, -5.286], [-1.053, 3.646, -5.098], [-0.742, 1.972, -5.537]],
  "charge": 1,
  "multiplicity": 1,
  "orbital_gap_ev": [6.07, 6.08],
  "lumo_ev": [-3.3, -3.3]
}



Entry 4:
{
  "formula": "C36H97N3O11",
  "method": "ωB97M-V/def2-TZVPD",
  "elements": ["C", "C", "C", "O", "C", "N", "H", "H", "H", "H", "H", "H", "H", "H", "H", "H", "H", "C", "C", "C", "O", "C", "N", "H", "H", "H", "H", "H", "H", "H", "H", "H", "H", "H", "C", "C", "C", "O", "C", "N", "H", "H", "H", "H", "H", "H", "H", "H", "H", "H", "H", "C", "C", "C", "O", "H", "H", "H", "H", "H", "H", "H", "H", "C", "C", "C", "O", "H", "H", "H", "H", "H", "H", "H", "H", "C", "C", "C", "O", "H", "H", "H", "H", "H", "H", "H", "H", "C", "C", "C", "O", "H", "H", "H", "H", "H", "H", "H", "H", "C", "C", "C", "O", "H", "H", "H", "H", "H", "H", "H", "H", "C", "C", "C", "O", "H", "H", "H", "H", "H", "H", "H", "H", "C", "C", "C", "O", "H", "H", "H", "H", "H", "H", "H", "H", "C", "C", "C", "O", "H", "H", "H", "H", "H", "H", "H", "H"],
  "coordinates": [[0.117, -6.903, -2.954], [-0.449, -5.511, -3.185], [0.458, -4.776, -4.072], [-0.081, -3.510, -4.270], [0.721, -2.502, -3.738], [-1.834, -5.560, -3.569], [0.378, -7.332, -3.912], [-0.627, -7.526, -2.414], [1.041, -6.870, -2.365], [-0.459, -4.902, -2.275], [0.461, -5.284, -5.048], [1.513, -4.757, -3.737], [0.965, -2.749, -2.694], [0.139, -1.584, -3.620], [1.620, -2.338, -4.326], [-2.058, -6.279, -4.262], [-1.999, -4.666, -4.008], [-3.189, 0.009, -3.094], [-2.278, -0.029, -4.341], [-2.413, -1.325, -5.172], [-3.759, -1.492, -5.596], [-4.177, -2.849, -5.890], [-2.783, 0.977, -5.297], [-4.219, -0.045, -3.470], [-3.046, 0.830, -2.378], [-2.891, -0.909, -2.579], [-1.195, 0.103, -4.196], [-2.015, -2.250, -4.696], [-1.717, -1.125, -6.013], [-3.900, -3.530, -5.090], [-3.687, -3.166, -6.814], [-5.248, -2.850, -6.035], [-3.699, 0.654, -5.567], [-2.163, 0.977, -6.098], [-0.036, 5.118, -1.096], [1.274, 5.854, -1.289], [2.189, 5.532, -0.140], [2.301, 4.115, 0.004], [3.363, 3.808, 0.876], [1.891, 5.403, -2.595], [-0.455, 5.294, -0.093], [0.212, 4.050, -1.167], [-0.830, 5.394, -1.773], [1.178, 6.928, -1.384], [1.814, 5.931, 0.814], [3.214, 5.928, -0.253], [3.212, 4.294, 1.839], [4.344, 4.111, 0.472], [3.328, 2.718, 0.967], [1.751, 4.389, -2.577], [1.338, 5.651, -3.420], [-2.992, 3.203, -0.686], [-4.426, 3.784, -0.923], [-4.379, 5.207, -1.453], [-5.183, 2.923, -1.800], [-3.055, 2.124, -0.523], [-2.446, 3.672, 0.123], [-2.385, 3.388, -1.575], [-4.929, 3.672, 0.044], [-5.370, 5.674, -1.397], [-4.118, 5.208, -2.518], [-3.712, 5.776, -0.787], [-4.652, 2.708, -2.587], [0.901, -4.551, 2.296], [1.146, -3.920, 0.962], [1.637, -4.923, -0.055], [-0.029, -3.279, 0.476], [1.779, -5.090, 2.601], [0.031, -5.226, 2.312], [0.720, -3.745, 2.991], [1.860, -3.126, 1.156], [0.836, -5.626, -0.243], [2.477, -5.514, 0.344], [1.918, -4.470, -1.022], [-0.650, -3.873, 0.049], [5.153, 1.335, -3.205], [3.898, 0.530, -3.034], [2.661, 1.395, -3.057], [3.758, -0.467, -4.120], [5.256, 2.090, -2.394], [5.049, 1.882, -4.144], [6.061, 0.725, -3.214], [3.926, -0.070, -2.113], [2.637, 2.001, -2.166], [1.752, 0.806, -2.994], [2.542, 2.022, -3.943], [4.625, -0.624, -4.536], [4.086, -1.058, 2.206], [4.387, -1.792, 0.872], [5.714, -1.368, 0.215], [4.387, -3.256, 1.081], [3.906, -0.005, 1.999], [4.842, -1.135, 2.969], [3.129, -1.386, 2.585], [3.584, -1.664, 0.157], [5.969, -0.315, 0.276], [5.900, -1.737, -0.792], [6.419, -1.880, 0.898], [4.976, -3.389, 1.841], [-3.824, 0.703, 2.019], [-3.365, -0.218, 3.136], [-3.476, -1.712, 2.814], [-1.992, 0.013, 3.535], [-3.352, 0.468, 1.070], [-3.649, 1.748, 2.270], [-4.903, 0.576, 1.966], [-3.908, -0.068, 4.065], [-3.040, -2.288, 3.650], [-2.905, -1.924, 1.908], [-4.474, -2.056, 2.638], [-1.413, -0.125, 2.759], [-1.321, 3.210, 6.999], [-2.051, 2.442, 5.978], [-3.434, 2.817, 5.832], [-1.449, 2.408, 4.732], [-1.668, 2.970, 7.983], [-1.247, 4.281, 6.743], [-0.274, 2.958, 6.909], [-1.987, 1.438, 6.420], [-3.372, 3.709, 5.203], [-3.972, 3.093, 6.739], [-4.003, 2.017, 5.358], [-1.609, 1.553, 4.308], [1.011, -1.729, 5.078], [1.826, -0.560, 5.643], [1.019, 0.660, 6.035], [2.589, -1.068, 6.763], [1.707, -2.502, 4.694], [0.428, -1.347, 4.259], [0.349, -2.193, 5.788], [2.487, -0.248, 4.838], [1.738, 1.392, 6.428], [0.389, 0.351, 6.869], [0.397, 1.091, 5.242], [2.658, -0.429, 7.444], [-0.049, 0.348, -0.699], [0.591, 0.205, 0.728], [0.495, 1.587, 1.430], [-0.200, -0.724, 1.500], [0.224, 1.282, -1.203], [-1.158, 0.355, -0.604], [0.205, -0.535, -1.301], [1.631, -0.199, 0.642], [1.271, 2.247, 1.046], [0.634, 1.530, 2.512], [-0.485, 2.015, 1.173], [-0.279, -1.627, 1.077]],
  "relative_energy_kj_mol": 112.0,
  "multiplicity": 1,
  "orbital_gap_ev": 9.44,
  "lumo_ev": 0.5,
  "smiles": "COC[C@H](C)N.COC[C@H](C)N.COC[C@H](C)N.CC(C)O.CC(C)O.CC(C)O.CC(C)O.CC(C)O.CC(C)O.CC(C)O.CC(C)O"
}



Entry 5:
{
  "formula": "H18O9",
  "method": "ωB97M-V/def2-TZVPD",
  "elements": ["O", "H", "H", "O", "H", "H", "O", "H", "H", "O", "H", "H", "O", "H", "H", "O", "H", "H", "O", "H", "H", "O", "H", "H", "O", "H", "H"],
  "coordinates": [[-10.295, 13.771, 27.446], [-11.279, 13.861, 27.214], [-9.771, 13.008, 27.142], [-9.992, 15.706, 22.758], [-10.406, 16.512, 22.502], [-10.151, 15.536, 23.659], [-11.912, 13.614, 22.206], [-11.137, 14.346, 22.132], [-11.863, 12.719, 22.517], [-15.966, 13.929, 24.449], [-15.006, 14.098, 24.549], [-16.025, 12.807, 24.385], [-13.005, 14.950, 19.758], [-12.898, 14.040, 19.273], [-12.563, 14.878, 20.679], [-15.218, 15.465, 21.966], [-15.273, 15.099, 22.732], [-15.992, 15.169, 21.446], [-12.884, 13.943, 26.927], [-13.289, 12.991, 26.944], [-13.146, 14.594, 27.519], [-13.167, 15.093, 24.249], [-12.827, 14.480, 23.555], [-12.894, 14.771, 25.082], [-13.109, 18.100, 24.348], [-13.310, 17.238, 24.508], [-12.977, 18.177, 23.383]],
  "relative_energy_kj_mol": 429.2,
  "multiplicity": 1,
  "orbital_gap_ev": 10.07,
  "lumo_ev": -0.4,
  "smiles": "O.O.O.O.O.O.O.O.O"
}



Entry 6:
{
  "formula": "C3H6F3N",
  "method": "ωB97M-V/def2-TZVPD",
  "elements": ["C", "C", "C", "N", "F", "F", "F", "H", "H", "H", "H", "H", "H"],
  "coordinates": [[0.532, 1.243, -0.115], [0.714, -1.211, 0.263], [-0.213, -0.035, 0.243], [-1.204, -0.153, -0.760], [-0.793, 0.149, 1.443], [-2.128, -1.135, -0.574], [-1.957, 0.976, -0.707], [-0.138, 1.844, -0.663], [0.887, 1.708, 0.694], [1.389, 0.913, -0.693], [0.187, -2.110, 0.579], [1.273, -1.220, -0.741], [1.452, -0.969, 1.031]],
  "relative_energy_kj_mol": 432.8,
  "multiplicity": 1,
  "orbital_gap_ev": 11.65,
  "lumo_ev": 1.0,
  "smiles": "CC(C)(F)N(F)F"
}



Entry 7:
{
  "formula": "C6H12NOS2",
  "method": "ωB97M-V/def2-TZVPD",
  "elements": ["C", "C", "C", "C", "C", "C", "N", "O", "S", "S", "H", "H", "H", "H", "H", "H", "H", "H", "H", "H", "H", "H"],
  "coordinates": [[1.981, 0.338, 1.123], [0.811, -0.611, 0.660], [2.539, 0.179, -0.277], [1.343, -1.727, -1.423], [-3.977, 1.402, 2.418], [0.486, 0.614, -1.572], [1.183, -0.401, -0.752], [2.254, 0.916, 2.169], [-1.255, 0.152, -1.852], [-3.392, 0.253, 1.210], [0.862, -1.604, 0.951], [-0.184, -0.188, 0.854], [2.843, 1.025, -0.872], [3.239, -0.585, -0.353], [2.238, -1.656, -2.152], [1.649, -2.389, -0.671], [0.425, -2.021, -1.909], [-4.075, 0.918, 3.410], [-4.968, 1.551, 2.038], [-3.582, 2.379, 2.516], [0.995, 0.602, -2.574], [-1.417, 0.855, -2.943]],
  "relative_energy_kj_mol": 295.3,
  "charge": 1,
  "multiplicity": 1,
  "orbital_gap_ev": [6.36, 6.99],
  "lumo_ev": [-5.6, -4.6]
}



Entry 8:
{
  "formula": "C6H10O2",
  "method": "ωB97M-V/def2-TZVPD",
  "elements": ["C", "C", "C", "C", "C", "C", "O", "O", "H", "H", "H", "H", "H", "H", "H", "H", "H", "H"],
  "coordinates": [[-0.049, -1.034, 1.388], [0.748, -0.308, 0.620], [-0.039, 0.029, -0.632], [-1.376, -0.625, -0.185], [2.161, 0.132, 0.859], [-0.177, 1.512, -0.956], [-2.369, 0.211, 0.182], [-1.853, -1.740, -0.815], [0.000, -1.509, 2.342], [0.356, -0.492, -1.517], [2.225, 1.219, 0.838], [2.825, -0.260, 0.088], [2.503, -0.218, 1.830], [0.801, 1.943, -1.151], [-0.636, 2.028, -0.118], [-0.802, 1.654, -1.835], [-3.178, -0.305, 0.285], [-1.138, -2.238, -1.224]],
  "relative_energy_kj_mol": 284.7,
  "multiplicity": 1,
  "orbital_gap_ev": 8.49,
  "lumo_ev": 0.7
}



no.,energy (eV)
1,-80497.379
2,-9908.769
3,-186028.233
4,-65895.145
5,-18717.687
6,-12846.895
7,-31612.397
8,-10476.219